# C30H24N4O2S3Ti

A structure of composition C30H24N4O2S3Ti (ωB97M-V/def2-TZVPD, OMol25).

Last column: Mulliken charge in e.
Atoms and positions in Å:
Ti (-0.12623, -0.24776, 1.37604)  -0.373
O (-0.41014, -2.05788, 4.92494)  -0.644
C (-0.03125, -1.35262, 4.02861)  0.258
O (-0.77831, -0.91855, 3.02296)  -0.257
C (1.39309, -0.83968, 3.95663)  0.511
C (2.31258, -1.18756, 4.95851)  -0.964
C (3.58430, -0.71020, 4.84969)  -0.727
C (3.92808, 0.12780, 3.76411)  1.069
C (5.22820, 0.66605, 3.61171)  -0.886
C (5.51516, 1.48721, 2.56169)  -0.643
C (4.51294, 1.81158, 1.62141)  -0.789
C (3.25151, 1.30293, 1.73583)  0.025
C (2.93388, 0.44063, 2.80790)  -0.602
N (1.66956, -0.07745, 2.92105)  0.420
H (1.97929, -1.82168, 5.76640)  0.566
H (4.33900, -0.95868, 5.58605)  0.439
H (5.98417, 0.41601, 4.34564)  0.408
H (6.50946, 1.89829, 2.44895)  0.387
H (4.74587, 2.47860, 0.80175)  0.489
H (2.47832, 1.56720, 1.03150)  0.482
C (-4.29598, -1.04836, -0.89459)  -0.521
C (-3.44822, -0.04515, -1.34612)  -0.752
C (-2.32185, 0.29845, -0.61345)  -0.339
C (-2.01382, -0.36578, 0.58402)  1.051
C (-2.90216, -1.34934, 1.03968)  -0.330
C (-4.03020, -1.69084, 0.30618)  -0.714
H (-5.16523, -1.32607, -1.47660)  0.405
H (-3.66695, 0.46952, -2.27388)  0.436
H (-1.67737, 1.09013, -0.98018)  0.411
H (-2.70403, -1.86095, 1.97328)  0.464
H (-4.69387, -2.46788, 0.66365)  0.416
S (-3.05967, -4.17265, -2.85083)  -0.271
C (-1.75466, -3.35330, -2.27220)  0.184
S (-1.02554, -3.66950, -0.72309)  -0.110
C (0.05049, -2.33367, -0.94866)  0.444
N (-0.07224, -1.73862, -2.07997)  -0.572
N (-1.05725, -2.32114, -2.82925)  0.487
C (-1.32277, -1.72034, -4.10158)  0.005
C (-1.34825, -0.33602, -4.18830)  0.485
C (-1.57417, 0.26435, -5.41701)  -1.098
C (-1.77554, -0.51319, -6.54766)  -0.438
C (-1.74150, -1.89714, -6.44787)  -0.634
C (-1.51050, -2.50894, -5.22580)  -0.465
S (1.20903, -1.82588, 0.27267)  -0.509
H (-1.18748, 0.25890, -3.30081)  0.447
H (-1.59389, 1.34434, -5.48383)  0.397
H (-1.95517, -0.04346, -7.50574)  0.392
H (-1.89109, -2.50867, -7.32776)  0.376
H (-1.48080, -3.58477, -5.14096)  0.453
C (1.23922, 1.45106, -1.46860)  -0.782
C (0.57265, 2.20600, -0.36499)  -0.168
C (0.31421, 3.54308, -0.28821)  -0.568
C (-0.32883, 3.79615, 0.95892)  -1.342
C (-0.43569, 2.60547, 1.60053)  0.351
C (-1.03630, 2.28793, 2.93227)  -1.135
N (0.12200, 1.60337, 0.79617)  2.164
H (1.47372, 2.14194, -2.27770)  0.437
H (0.61463, 0.65041, -1.86975)  -0.097
H (2.17161, 0.97849, -1.14857)  0.119
H (0.55662, 4.26965, -1.04864)  0.578
H (-0.67589, 4.74725, 1.33090)  0.494
H (-1.45161, 3.19576, 3.36668)  0.482
H (-0.29800, 1.89768, 3.63815)  0.089
H (-1.84715, 1.55742, 2.85812)  0.109

Values from the calculation:
Strongest force on any atom   0.7 eV/A
Molar mass   616.62 g/mol
Highest occupied orbital energy   -7.96 eV
Orbital gap   6.7 eV
Electronic energy   -3571.24770 Eh
Total charge   0